*w*
{
  "formula": "C25H35BrN8O5Pb",
  "method": "ωB97M-V with the def2-TZVPD basis set",
  "homo_energy_ev": -4.8,
  "homo_lumo_gap_ha": 0.1587,
  "species": ["Pb", "O", "C", "O", "C", "C", "C", "C", "C", "N", "C", "O", "O", "H", "H", "H", "H", "H", "C", "C", "C", "C", "C", "Br", "N", "C", "H", "H", "H", "H", "H", "H", "C", "N", "C", "C", "N", "C", "C", "N", "C", "C", "N", "C", "N", "C", "C", "C", "N", "C", "H", "H", "H", "H", "H", "H", "H", "H", "H", "H", "H", "H", "H", "H", "H", "H", "H", "H", "H", "H", "H", "H", "H", "H", "O"],
  "xyz": [[0.216, -0.027, -0.389], [-1.133, 2.380, 4.161], [-0.652, 1.531, 3.241], [-0.795, 1.686, 2.026], [0.166, 0.409, 3.708], [0.553, 0.127, 4.997], [1.312, -1.002, 5.170], [1.652, -1.771, 4.017], [1.362, -1.565, 2.709], [0.600, -0.424, 2.172], [1.833, -2.468, 1.581], [2.550, -3.557, 1.934], [1.644, -2.270, 0.410], [-1.598, 3.071, 3.666], [0.240, 0.781, 5.799], [1.647, -1.327, 6.142], [2.239, -2.655, 4.246], [2.663, -3.633, 2.886], [-3.856, -3.778, 2.881], [-3.292, -3.374, 1.545], [-3.713, -3.949, 0.352], [-3.172, -3.532, -0.856], [-2.203, -2.546, -0.833], [-1.190, -1.680, -2.421], [-1.772, -1.993, 0.307], [-2.309, -2.391, 1.451], [-4.610, -4.556, 2.766], [-4.324, -2.931, 3.383], [-3.074, -4.165, 3.536], [-4.476, -4.720, 0.367], [-3.498, -3.961, -1.795], [-1.937, -1.903, 2.352], [-1.971, 0.792, -5.237], [-1.230, -0.303, -4.660], [-0.786, -1.455, -5.478], [0.121, -2.380, -4.599], [0.585, -1.412, -3.614], [1.465, -1.871, -2.401], [-0.403, -0.095, -3.569], [-0.282, 0.812, -2.638], [-1.049, 2.031, -2.549], [-0.168, 3.034, -1.670], [0.634, 2.342, -0.653], [1.381, 2.796, 0.251], [2.103, 2.009, 1.282], [1.893, 0.698, 1.771], [2.570, 2.950, 2.311], [2.669, 4.266, 1.570], [1.697, 4.120, 0.515], [1.743, 5.109, -0.547], [-2.507, 0.423, -6.111], [-1.331, 1.618, -5.562], [-2.712, 1.169, -4.532], [-0.162, -1.056, -6.284], [-1.643, -1.980, -5.897], [0.986, -2.717, -5.168], [-0.427, -3.212, -4.157], [2.125, -2.666, -2.759], [0.874, -2.258, -1.545], [2.191, -0.755, -1.952], [-1.990, 1.857, -2.010], [-1.266, 2.504, -3.504], [-0.832, 3.759, -1.191], [0.499, 3.538, -2.370], [1.952, 0.005, 0.916], [0.504, 0.653, 2.504], [2.654, 0.361, 2.468], [3.544, 2.640, 2.686], [1.867, 3.013, 3.148], [3.677, 4.395, 1.154], [2.440, 5.121, 2.206], [2.186, 6.018, -0.142], [0.750, 5.362, -0.908], [2.356, 4.773, -1.388], [2.217, 0.185, -1.200]]
}

---

*x*
{
  "formula": "C25H35BrN8O5Pb",
  "method": "ωB97M-V with the def2-TZVPD basis set",
  "homo_energy_ev": [-6.3, -6.1],
  "homo_lumo_gap_ha": [0.2310, 0.2188],
  "species": ["Pb", "O", "C", "O", "C", "C", "C", "C", "C", "N", "C", "O", "O", "H", "H", "H", "H", "H", "C", "C", "C", "C", "C", "Br", "N", "C", "H", "H", "H", "H", "H", "H", "C", "N", "C", "C", "N", "C", "C", "N", "C", "C", "N", "C", "N", "C", "C", "C", "N", "C", "H", "H", "H", "H", "H", "H", "H", "H", "H", "H", "H", "H", "H", "H", "H", "H", "H", "H", "H", "H", "H", "H", "H", "H", "O"],
  "xyz": [[1.073, 1.338, 0.058], [-2.655, -1.754, 2.022], [-1.577, -1.007, 2.345], [-0.443, -1.344, 2.084], [-1.914, 0.228, 3.045], [-3.164, 0.534, 3.528], [-3.394, 1.732, 4.199], [-2.319, 2.632, 4.342], [-1.076, 2.317, 3.874], [-0.859, 1.093, 3.274], [0.117, 3.188, 3.927], [0.063, 4.294, 4.698], [1.118, 2.925, 3.314], [-2.331, -2.487, 1.479], [-3.960, -0.178, 3.366], [-4.376, 1.983, 4.570], [-2.500, 3.595, 4.801], [-0.753, 4.312, 5.211], [2.123, 0.137, 5.018], [2.647, -0.294, 3.678], [2.250, -1.483, 3.083], [2.792, -1.866, 1.868], [3.723, -1.015, 1.299], [4.528, -1.535, -0.349], [4.101, 0.134, 1.810], [3.563, 0.485, 2.978], [1.442, -0.609, 5.427], [1.592, 1.085, 4.944], [2.939, 0.278, 5.729], [1.510, -2.111, 3.563], [2.506, -2.784, 1.378], [3.876, 1.444, 3.375], [1.594, -1.988, -4.083], [2.553, -1.138, -3.395], [3.463, -0.397, -4.272], [3.944, 0.736, -3.381], [2.821, 0.894, -2.474], [2.870, 1.820, -1.355], [2.132, -0.275, -2.394], [1.245, -0.469, -1.476], [0.697, -1.765, -1.127], [-0.756, -1.960, -1.546], [-1.556, -0.862, -1.060], [-2.812, -0.957, -0.914], [-3.552, 0.081, -0.365], [-3.005, 1.253, 0.095], [-4.871, -0.374, 0.017], [-5.058, -1.571, -0.900], [-3.693, -2.041, -1.143], [-3.589, -2.778, -2.395], [2.031, -2.288, -5.034], [0.658, -1.458, -4.287], [1.372, -2.894, -3.523], [2.914, -0.003, -5.136], [4.268, -1.038, -4.631], [4.141, 1.656, -3.931], [4.846, 0.462, -2.821], [2.796, 2.844, -1.727], [3.822, 1.706, -0.822], [-0.002, 2.717, -1.960], [0.727, -1.837, -0.036], [1.312, -2.584, -1.512], [-1.082, -2.927, -1.136], [-0.813, -2.031, -2.638], [-2.062, 1.585, -0.324], [0.011, 0.946, 2.771], [-3.693, 1.933, 0.575], [-5.615, 0.404, -0.151], [-4.889, -0.666, 1.071], [-5.522, -1.259, -1.844], [-5.668, -2.359, -0.458], [-4.363, -3.545, -2.402], [-2.630, -3.273, -2.496], [-3.744, -2.125, -3.263], [-0.288, 2.573, -1.053]]
}

---

Which structure wins on stability? *x* wins.

---

*w*
{
  "formula": "C10H11Br2N3",
  "method": "ωB97M-V with the def2-TZVPD basis set",
  "homo_energy_ev": [-8.6, -7.9],
  "homo_lumo_gap_ha": [0.2961, 0.2525],
  "species": ["C", "C", "C", "C", "C", "C", "C", "C", "C", "C", "N", "N", "N", "Br", "Br", "H", "H", "H", "H", "H", "H", "H", "H", "H", "H", "H"],
  "xyz": [[-3.219, 2.146, 0.578], [-1.906, 2.535, 0.090], [-3.412, 0.969, 1.162], [-0.828, 1.733, 0.154], [-2.355, -0.029, 1.064], [-1.050, 0.418, 0.637], [1.758, -2.199, 0.701], [1.263, -0.553, -1.212], [3.159, 0.523, 0.952], [1.069, -0.962, 0.206], [-2.184, -1.325, 1.460], [-1.006, -1.732, 1.181], [-0.239, -0.673, 0.713], [2.972, 2.146, 0.128], [4.605, -0.599, 0.317], [-4.012, 2.839, 0.548], [-1.955, 3.569, -0.333], [-4.311, 0.792, 1.709], [0.262, 1.967, -0.113], [2.785, -2.151, 0.597], [1.578, -2.273, 1.865], [1.341, -3.178, 0.335], [0.346, -1.034, -1.632], [2.143, -0.983, -1.519], [1.383, 0.580, -1.474], [3.365, 0.515, 2.059]]
}

---

*x*
{
  "formula": "C10H11Br2N3",
  "method": "ωB97M-V with the def2-TZVPD basis set",
  "smiles": "CC1=C[C@](Br)(n2cncn2)[C@H](C)C=C1Br",
  "homo_energy_ev": -8.9,
  "homo_lumo_gap_ha": 0.3250,
  "species": ["C", "C", "C", "C", "Br", "N", "C", "N", "C", "N", "C", "C", "C", "C", "Br", "H", "H", "H", "H", "H", "H", "H", "H", "H", "H", "H"],
  "xyz": [[-2.039, -1.674, 2.142], [-1.220, -1.138, 1.019], [0.117, -1.042, 1.091], [0.923, -0.583, -0.045], [2.703, -1.364, -0.026], [1.250, 1.091, 0.191], [2.105, 1.656, 1.057], [1.809, 2.926, 1.200], [0.717, 3.086, 0.419], [0.336, 1.990, -0.192], [0.283, -0.733, -1.414], [0.918, 0.140, -2.498], [-1.199, -0.519, -1.342], [-1.876, -0.743, -0.217], [-3.775, -0.571, -0.212], [-2.725, -0.916, 2.514], [-1.410, -2.011, 2.960], [-2.639, -2.513, 1.783], [0.642, -1.287, 2.003], [2.924, 1.150, 1.528], [0.209, 4.024, 0.303], [0.434, -1.788, -1.705], [0.492, -0.115, -3.465], [1.994, -0.019, -2.541], [0.721, 1.189, -2.297], [-1.695, -0.237, -2.255]]
}

---

Which structure wins on stability? *x* wins.

---

*w*
{
  "formula": "C4H8ClN",
  "method": "ωB97M-V with the def2-TZVPD basis set",
  "homo_energy_ev": -9.1,
  "homo_lumo_gap_ha": 0.3623,
  "species": ["C", "C", "C", "C", "H", "H", "H", "H", "H", "H", "H", "H", "N", "Cl"],
  "xyz": [[0.013, 0.117, -0.100], [1.181, -0.822, -0.397], [-1.526, -0.216, -0.483], [-1.008, -0.140, 0.969], [1.245, 1.572, -1.138], [0.816, 2.045, 0.862], [1.221, -1.911, -0.015], [1.213, -1.010, -1.475], [-1.672, -1.274, -0.653], [-2.340, 0.686, -0.559], [-1.312, 0.610, 1.711], [-0.986, -1.219, 1.350], [0.365, 1.537, -0.279], [2.789, 0.024, 0.207]]
}

---

*x*
{
  "formula": "C4H8ClN",
  "method": "ωB97M-V with the def2-TZVPD basis set",
  "smiles": "C[C@@H](N)/C=C/Cl",
  "homo_energy_ev": -9.5,
  "homo_lumo_gap_ha": 0.3867,
  "species": ["C", "C", "N", "C", "C", "Cl", "H", "H", "H", "H", "H", "H", "H", "H"],
  "xyz": [[0.346, -0.466, 1.421], [-0.043, 0.653, 0.413], [1.280, 1.169, -0.039], [-0.950, 0.185, -0.605], [-0.876, -0.957, -1.278], [-1.725, -1.428, -2.787], [1.047, -1.196, 0.927], [-0.551, -0.929, 1.941], [0.964, 0.055, 2.184], [-0.517, 1.364, 1.065], [1.056, 1.879, -0.673], [1.685, 0.362, -0.505], [-1.503, 1.049, -1.080], [-0.215, -1.740, -0.985]]
}

---

*y*
{
  "formula": "C4H8ClN",
  "method": "ωB97M-V with the def2-TZVPD basis set",
  "smiles": "C[C@H]1N[C@H]1CCl",
  "homo_energy_ev": -9.2,
  "homo_lumo_gap_ha": 0.3640,
  "species": ["C", "C", "N", "C", "C", "Cl", "H", "H", "H", "H", "H", "H", "H", "H"],
  "xyz": [[-1.142, 1.374, 0.495], [-1.710, -0.055, -0.008], [-0.983, -0.513, -1.097], [-0.647, -1.083, 0.157], [0.677, -0.817, 0.855], [1.732, 0.352, -0.266], [-1.756, 2.208, 0.033], [-1.223, 1.287, 1.581], [-0.164, 1.445, 0.021], [-2.945, -0.076, -0.080], [-0.384, 0.260, -1.584], [-0.813, -2.104, 0.359], [1.115, -1.794, 1.091], [0.533, -0.137, 1.773]]
}

---

Which structure wins on stability? *x* wins.